Entry 1:
Here is a molecular structure, C11H14MoN2O6P2STe4 from the Open Molecules 2025 dataset. Energies are from ωB97M-V/def2-TZVPD.

The geometry in ORCA input format:
```
! wB97M-V def2-TZVPD RIJCOSX def2/J DEFGRID3
* xyz 0 1
Mo -1.2658 -0.6112 0.4573
Te -2.7445 -2.9393 -0.0999
Te -2.3435 -1.1221 -2.0336
Te -3.4319 0.8745 1.1938
Te -1.0108 1.9339 1.1620
N 0.6663 0.4673 -2.9871
C 1.1994 1.6029 -2.1433
C 2.3648 2.2493 -2.8905
P -0.2573 2.7787 -2.0277
O 0.4417 4.1438 -2.4896
O -0.6845 3.0603 -0.5810
O -1.2555 2.2643 -2.9908
P 1.7134 0.8027 -0.5404
O 3.1314 0.1416 -0.9461
O 1.8592 1.8197 0.5192
O 0.7569 -0.3563 -0.4528
H 0.0155 0.8475 -3.6869
H 0.1340 -0.1885 -2.3772
H 1.4267 -0.0669 -3.4053
H 2.0409 2.6900 -3.8333
H 3.1427 1.5085 -3.0800
H 2.7891 3.0459 -2.2829
H -0.2045 4.8431 -2.6478
H 3.8483 0.6094 -0.5000
S 1.5847 -2.5491 1.5479
C 1.5816 -3.2273 -0.0464
C 0.3614 -3.3088 -0.6012
C -0.6763 -2.7771 0.2546
C -0.1498 -2.3034 1.4719
C -0.9657 -1.7562 2.5409
C -0.5356 -0.5526 3.1442
C -1.3310 0.0058 4.1548
C -2.5143 -0.6048 4.4727
C -2.8238 -1.8416 3.8686
N -2.0798 -2.4256 2.9663
H 2.5156 -3.5291 -0.4945
H 0.1663 -3.7094 -1.5852
H 0.4494 -0.1647 2.9202
H -1.0207 0.9152 4.6538
H -3.1753 -0.1950 5.2234
H -3.7188 -2.3753 4.1716
*
```

The calculation puts the energy at -87346.1440 eV. The LUMO energy (alpha / beta) comes out at -0.3844 / -0.3846 eV.



Entry 2:
Here is a molecular structure, C22H24BF4O2 in a non-equilibrium geometry from the Open Molecules 2025 dataset. Energies are from ωB97M-V/def2-TZVPD.

The geometry in ORCA input format:
```
! wB97M-V def2-TZVPD RIJCOSX def2/J DEFGRID3
* xyz 1 1
C 1.9520 0.8368 -2.0831
C 1.2139 1.8783 -1.2423
C 1.6538 3.2621 -1.6771
C -0.3577 1.6096 -1.1786
C -1.1656 2.8849 -0.9027
C -0.9552 0.9298 -2.3968
O -0.4793 0.7443 -0.0296
B 0.5766 1.1305 0.7823
C 0.6374 1.0026 2.2852
C 0.8311 2.2952 3.0959
C -0.2093 2.7134 3.9281
O 1.6367 1.7233 0.1304
H 1.7895 1.0118 -3.1542
H 3.0291 0.9149 -1.8902
H 1.6287 -0.1848 -1.8390
H 1.4019 3.4405 -2.7297
H 1.1920 4.0473 -1.0663
H 2.7427 3.3431 -1.5667
H -1.1521 3.5665 -1.7639
H -2.2138 2.6153 -0.7111
H -0.7929 3.4309 -0.0237
H -0.8921 1.5893 -3.2751
H -0.4524 -0.0110 -2.6429
H -2.0187 0.7203 -2.2303
H -0.2937 0.4535 2.6143
H 1.4378 0.2709 2.4877
H 1.8520 2.8314 2.9269
H -0.4814 2.6516 5.3404
H -1.0360 1.9549 3.9255
F -0.4190 6.1427 0.2555
C 0.2709 6.0141 1.4381
C 1.3869 6.7495 1.6666
C 2.0143 6.6115 2.8883
F 3.1543 7.3050 3.1531
C 1.5713 5.6986 3.8565
C 0.5254 4.8371 3.5617
C 0.0030 3.9884 4.7270
C -1.1568 4.7262 5.5948
C -1.2600 4.2610 6.9371
C -2.3871 4.6699 7.6507
F -2.4999 4.2249 8.9374
C -3.4061 5.4402 7.1428
C -3.1900 5.9168 5.8241
F -4.1467 6.7069 5.2853
C -2.1079 5.5589 5.0516
C -0.2568 5.0208 2.3640
H 1.7955 7.4418 0.8911
H 2.0195 5.7437 4.8453
H 0.9532 3.7565 5.3314
H -0.4445 3.7750 7.4471
H -4.3031 5.6667 7.6826
H -1.9398 6.0396 4.0658
H -1.2164 4.5903 2.2201
*
```

Its relative energy (zero: lowest compared OMol25 entry of this formula, charge and spin) is 2.3686 eV. The calculation puts the energy at -38835.2066 eV. The LUMO energy comes out at -5.9309 eV.



Entry 3:
Here is 15 unconnected molecules or ions with the total composition C58H153N7O22 in a non-equilibrium geometry from the Open Molecules 2025 dataset. Energies are from ωB97M-V/def2-TZVPD.

The geometry in ORCA input format:
```
! wB97M-V def2-TZVPD RIJCOSX def2/J DEFGRID3
* xyz 0 1
C 2.9692 -1.5878 -1.9475
O 3.6029 -2.8617 -1.9983
C 4.9753 -2.8058 -2.3568
C 5.4669 -4.2225 -2.5282
N 4.7761 -4.9275 -3.6192
C 5.6189 -6.0332 -4.1221
C 5.5428 -7.2417 -3.2135
O 6.1345 -8.3831 -3.8419
C 6.3513 -9.4409 -2.9621
H 2.6718 -1.2784 -2.9521
H 3.7026 -0.9086 -1.4987
H 2.1030 -1.7215 -1.2999
H 5.4850 -2.2703 -1.5451
H 5.2404 -2.2605 -3.2702
H 5.4611 -4.7647 -1.5775
H 6.5108 -4.0567 -2.8147
H 3.9679 -5.3879 -3.2162
H 6.6430 -5.7226 -4.3020
H 5.1447 -6.3765 -5.0485
H 4.5511 -7.4908 -2.8150
H 6.1290 -7.0807 -2.2960
H 7.1646 -10.0277 -3.3979
H 5.4632 -10.0338 -2.7179
H 6.7866 -9.1677 -1.9863
C -3.7977 -8.9976 8.5351
O -3.4021 -8.5442 7.2598
C -1.9841 -8.5933 7.0945
C -1.6284 -8.1581 5.6905
N -1.1196 -6.7641 5.5903
C -2.0394 -5.7980 6.1782
C -1.5415 -4.4122 5.8593
O -1.8640 -4.1907 4.4723
C -1.5544 -2.8899 4.0718
H -4.8540 -8.7672 8.6724
H -3.2398 -8.4377 9.2920
H -3.6975 -10.0799 8.6557
H -1.7131 -9.6527 7.1619
H -1.4903 -8.0330 7.8910
H -2.5464 -8.1879 5.0901
H -0.8999 -8.8208 5.2284
H -1.0900 -6.6048 4.5883
H -2.0316 -5.9084 7.2660
H -3.0619 -5.9591 5.8163
H -0.4542 -4.3819 5.9699
H -2.0178 -3.6364 6.4637
H -1.7726 -2.1291 4.8343
H -2.1684 -2.5895 3.2200
H -0.5094 -2.6901 3.7990
C 0.7667 -0.0438 4.9701
O 1.7667 -1.0557 4.9210
C 2.0285 -1.5901 6.2173
C 3.2149 -2.5225 6.0264
N 3.5703 -3.1875 7.2458
C 4.4644 -4.3097 7.1494
C 4.9336 -4.7605 8.5025
O 5.6169 -6.0136 8.3570
C 5.8508 -6.6134 9.6244
H -0.1686 -0.5205 4.6701
H 1.0789 0.7006 4.2283
H 0.6641 0.5597 5.8756
H 1.2088 -2.1572 6.6847
H 2.2016 -0.8272 6.9854
H 4.0229 -1.8384 5.7233
H 2.9973 -3.1523 5.1640
H 3.3650 -2.8386 8.1597
H 5.3510 -4.1400 6.5212
H 3.9755 -5.1699 6.6737
H 4.0605 -5.0229 9.1140
H 5.6116 -4.0651 9.0069
H 6.5102 -5.9267 10.1639
H 6.3134 -7.5755 9.4147
H 4.9246 -6.8043 10.1758
C -6.0968 0.0251 0.1003
O -5.4756 -1.2411 0.2940
C -6.2621 -2.3132 -0.2524
C -5.5779 -3.6753 -0.0054
N -4.3745 -4.0563 -0.6842
C -3.1893 -3.3599 -0.1457
C -1.8758 -3.5993 -0.8541
O -1.9145 -3.0050 -2.1246
C -0.8250 -2.2017 -2.5008
H -6.8773 0.2381 0.8350
H -6.4700 0.0387 -0.9258
H -5.3205 0.7828 0.2046
H -6.6443 -2.1584 -1.2666
H -7.1507 -2.2405 0.3930
H -6.4112 -4.2939 -0.3699
H -5.5993 -3.8406 1.0709
H -4.3970 -3.9836 -1.6906
H -3.0657 -3.7129 0.8861
H -3.4733 -2.3055 -0.0592
H -1.6351 -4.6642 -0.7708
H -1.1293 -3.0715 -0.2455
H -0.6153 -1.5205 -1.6680
H -0.9935 -1.6202 -3.4048
H 0.1029 -2.7525 -2.6937
C 2.0610 9.6686 1.1547
O 2.2946 8.9266 2.3339
C 3.5963 8.3679 2.3597
C 3.5263 7.0018 3.0320
N 2.8724 6.0762 2.1120
C 2.9614 4.6686 2.4931
C 1.9454 4.4103 3.6396
O 0.8036 3.8566 3.0083
C -0.0824 3.1074 3.8109
H 1.2270 10.3395 1.3645
H 1.8356 9.0261 0.2983
H 2.9010 10.3138 0.8757
H 4.2920 9.0215 2.8952
H 3.9710 8.1202 1.3630
H 2.9913 7.0524 3.9889
H 4.5358 6.6373 3.2282
H 1.9432 6.3294 1.8163
H 3.9541 4.3014 2.7443
H 2.6500 4.0888 1.6220
H 1.6827 5.3012 4.2141
H 2.4014 3.7463 4.3890
H 0.5016 2.5707 4.5644
H -0.7260 2.4218 3.2633
H -0.7578 3.7872 4.3453
C -4.6442 -1.4495 -3.2663
O -5.1058 -0.8973 -4.4937
C -4.6350 -1.5460 -5.6641
C -4.4068 -0.4711 -6.7237
N -3.3836 0.4558 -6.2399
C -3.5289 1.8688 -6.6396
C -3.1854 2.0007 -8.1177
O -3.1981 3.4166 -8.3519
C -4.4493 4.0532 -8.5268
H -4.7676 -2.5344 -3.2526
H -5.0426 -0.8979 -2.4210
H -3.5613 -1.2753 -3.2410
H -5.4576 -2.1976 -5.9735
H -3.7131 -2.1158 -5.5229
H -5.3521 0.0591 -6.9188
H -4.1038 -0.9117 -7.6783
H -3.5205 0.3953 -5.2318
H -2.8717 2.4451 -5.9805
H -4.4818 2.3060 -6.3129
H -3.9633 1.5230 -8.7269
H -2.2309 1.6027 -8.4488
H -4.2459 5.1159 -8.4695
H -5.1844 3.6702 -7.8114
H -4.8792 3.7485 -9.4906
C 1.3946 -1.1638 1.8520
O 0.8220 -0.1295 1.0912
C 1.6739 0.9962 0.9500
C 0.8748 1.9196 0.0164
N 0.3320 1.2859 -1.1829
C -0.3973 2.3147 -1.9799
C -1.2381 1.7791 -3.1549
O -2.6082 1.6449 -2.8601
C -3.3153 2.8420 -2.6090
H 2.0806 -0.7895 2.6185
H 2.0492 -1.7769 1.2125
H 0.6999 -1.8691 2.3035
H 2.6573 0.6946 0.5801
H 1.7216 1.4976 1.9229
H 1.2722 2.9279 -0.1051
H -0.0296 2.0830 0.6299
H -0.2943 0.5970 -0.7819
H 0.4025 2.8857 -2.4548
H -0.9530 2.9137 -1.2614
H -0.9482 0.8169 -3.5850
H -1.1486 2.4163 -4.0492
H -4.3610 2.5365 -2.6893
H -3.1195 3.6585 -3.3086
H -3.1487 3.1913 -1.5867
C -5.3550 6.6920 -2.5447
C -4.2954 7.7488 -2.4517
O -3.2127 7.2891 -1.6031
H -5.0377 5.7890 -3.0641
H -6.3028 7.0800 -2.9219
H -5.6779 6.3589 -1.5509
H -4.5780 8.6698 -1.9385
H -3.8977 7.9580 -3.4475
H -2.4461 7.8513 -1.7595
C 5.2578 2.4000 -1.8980
C 3.8137 2.8230 -1.6457
O 3.0111 2.1206 -2.5813
H 5.5734 2.5473 -2.9290
H 5.3238 1.3313 -1.6689
H 5.9674 2.8885 -1.2280
H 3.8365 3.9000 -1.8577
H 3.5748 2.6374 -0.5978
H 2.1173 2.1165 -2.2083
C -1.8371 5.8175 -4.8165
C -0.5644 6.5765 -4.5115
O -0.9684 7.9579 -4.5921
H -1.6424 4.7570 -5.0056
H -2.4797 6.2777 -5.5646
H -2.4655 5.7393 -3.9225
H 0.2844 6.4024 -5.1751
H -0.3063 6.3692 -3.4674
H -0.1886 8.5204 -4.5547
C -2.0911 4.4938 0.9808
C -1.0205 5.2464 0.2178
O -1.2681 5.2347 -1.1840
H -3.0670 4.9026 0.7097
H -1.9625 4.6777 2.0510
H -2.1001 3.4140 0.8309
H 0.0022 4.8890 0.3561
H -0.9666 6.2952 0.5424
H -2.1202 5.6674 -1.3540
C -7.4072 1.5678 -3.4990
C -8.5900 1.7702 -4.4681
O -9.8202 1.6999 -3.7693
H -7.4423 0.7397 -2.7904
H -7.4686 2.4698 -2.8857
H -6.4944 1.4731 -4.0907
H -8.5055 1.1006 -5.3285
H -8.4648 2.8050 -4.7897
H -10.0340 0.7681 -3.6595
C 4.4443 -3.4502 2.8112
C 5.0131 -3.0515 1.4434
O 6.2181 -2.3241 1.6556
H 5.1456 -3.9810 3.4585
H 3.5217 -4.0319 2.7826
H 4.2261 -2.5076 3.3194
H 4.3017 -2.4795 0.8533
H 5.1493 -3.9986 0.9089
H 6.8067 -2.8923 2.1637
C 0.3782 2.9989 -6.7960
C 0.3617 4.2325 -7.7026
O 1.0223 3.7999 -8.9272
H -0.5331 2.4023 -6.8975
H 0.4056 3.4140 -5.7791
H 1.2115 2.3062 -6.8747
H 1.0984 4.9348 -7.3101
H -0.6387 4.6296 -7.8730
H 0.4620 3.0908 -9.2649
C 4.6796 1.6479 3.9272
C 4.6116 0.4923 2.9395
O 5.9249 0.2042 2.5219
H 5.4693 1.5376 4.6712
H 3.7506 1.9464 4.4087
H 5.0667 2.4772 3.3217
H 3.9575 0.7289 2.1070
H 4.2371 -0.3493 3.5363
H 6.0939 -0.7056 2.1808
*
```

Its relative energy (zero: lowest compared OMol25 entry of this formula, charge and spin) is 3.2086 eV. The calculation puts the energy at -118087.8581 eV. The LUMO energy comes out at 0.4317 eV.



Entry 4:
Here is 5 unconnected molecules or ions with the total composition C21H49F3NO13PS in a non-equilibrium geometry from the Open Molecules 2025 dataset. Energies are from ωB97M-V/def2-TZVPD.

The geometry in ORCA input format:
```
! wB97M-V def2-TZVPD RIJCOSX def2/J DEFGRID3
* xyz 0 1
C 0.1388 0.3372 -2.3714
P -0.7230 0.5612 -0.7843
O 0.3563 1.4733 0.0521
C -0.6097 -1.1634 0.1073
C -1.8072 -1.1771 1.0402
O -0.8918 -2.1842 -0.9307
S 0.3950 -2.9284 -1.4599
O 0.6642 -2.6296 -2.8202
O 0.3348 -4.3131 -1.0846
O 1.4130 -2.1953 -0.4852
C 0.7107 -1.7921 0.7021
N 0.4753 -2.9544 1.5236
C 1.6681 -0.8470 1.4664
F 0.9483 -0.0011 2.2288
F 2.4597 -0.1558 0.6490
F 2.4735 -1.4963 2.2955
H 0.1192 1.3258 -2.8355
H 1.1643 -0.0268 -2.2826
H -0.4474 -0.3553 -2.9806
H 0.3178 2.3808 -0.2806
H -2.6763 -0.8120 0.4879
H -1.6314 -0.5049 1.8818
H -2.0178 -2.1888 1.3893
H 0.5432 -3.8130 0.9937
H -0.3993 -2.9184 2.0207
C -1.7082 -1.9437 -4.8446
O -2.8642 -1.1203 -4.8193
C -3.4444 -0.9194 -6.0963
C -4.6525 -1.8024 -6.3118
O -4.3084 -3.1758 -6.3387
C -4.5646 -3.8550 -5.1243
H -1.4718 -2.2307 -3.8235
H -1.8866 -2.8518 -5.4252
H -0.8509 -1.4074 -5.2656
H -2.7059 -1.0980 -6.8842
H -3.7590 0.1279 -6.1580
H -5.1050 -1.5548 -7.2768
H -5.3951 -1.6088 -5.5303
H -5.6402 -4.0050 -4.9787
H -4.1602 -3.3121 -4.2662
H -4.0803 -4.8275 -5.1896
C -7.4102 1.1112 -1.1215
O -7.2844 2.1236 -2.1008
C -6.4359 3.1912 -1.7152
C -5.0569 3.0693 -2.3234
O -4.3601 1.9356 -1.8413
C -4.3681 0.8420 -2.7418
H -7.9084 0.2657 -1.5927
H -6.4345 0.7888 -0.7492
H -8.0202 1.4542 -0.2784
H -6.3547 3.2400 -0.6244
H -6.8969 4.1209 -2.0626
H -4.4747 3.9565 -2.0535
H -5.1355 3.0359 -3.4152
H -3.6960 1.0266 -3.5847
H -5.3780 0.6457 -3.1119
H -4.0079 -0.0351 -2.2071
C 7.2784 -2.4640 5.9102
O 6.7945 -2.1268 4.6252
C 5.4050 -2.3567 4.4589
C 4.5957 -1.0879 4.5926
O 4.6636 -0.5338 5.8976
C 5.5351 0.5799 5.9475
H 8.2885 -2.0658 5.9902
H 6.6601 -2.0300 6.6999
H 7.3173 -3.5511 6.0423
H 5.0511 -3.0985 5.1822
H 5.2570 -2.7650 3.4545
H 3.5484 -1.3138 4.3885
H 4.9352 -0.3511 3.8563
H 5.0975 1.4381 5.4254
H 6.5055 0.3594 5.4949
H 5.6868 0.8556 6.9902
C 2.6924 5.0600 1.5520
O 2.9801 3.8220 0.9305
C 4.2977 3.3545 1.1710
C 4.3376 2.2953 2.2483
O 3.9603 2.8075 3.5166
C 2.6284 2.4881 3.8792
H 1.6183 5.2197 1.4734
H 2.9762 5.0564 2.6071
H 3.2087 5.8827 1.0452
H 4.9541 4.1866 1.4453
H 4.6702 2.9222 0.2375
H 5.3620 1.9186 2.3356
H 3.6920 1.4566 1.9669
H 2.5380 1.4276 4.1416
H 1.9265 2.7176 3.0739
H 2.3790 3.0870 4.7535
*
```

The calculation puts the energy at -78950.5927 eV. The LUMO energy comes out at 0.4760 eV.



Entry 5:
Here is C6H11NO2 in the gas phase in a non-equilibrium geometry from the Open Molecules 2025 dataset. Energies are from ωB97M-V/def2-TZVPD.

The geometry in ORCA input format:
```
! wB97M-V def2-TZVPD RIJCOSX def2/J DEFGRID3
* xyz 0 1
C -0.4851 2.0238 0.4420
C 0.1359 0.9430 -0.0004
C 1.4774 0.4380 0.6721
N 2.5255 0.5975 -0.2944
O 1.3336 -0.8606 1.1450
C -0.3580 0.1033 -1.1000
O 0.0391 -1.3608 -1.0926
C -1.3093 -1.0082 -0.9085
C -1.9326 -1.2790 0.4365
H -1.3859 2.3922 -0.0228
H -0.0786 2.6094 1.2501
H 1.6619 1.0935 1.5303
H 3.4420 0.6029 0.1351
H 2.4648 -0.1061 -1.0217
H 0.9514 -1.4187 0.3872
H -0.2705 0.5287 -2.0981
H -1.9393 -1.2568 -1.7615
H -2.2087 -2.3293 0.5116
H -1.2355 -1.0414 1.2373
H -2.8281 -0.6712 0.5528
*
```

Its relative energy (zero: lowest compared OMol25 entry of this formula, charge and spin) is 2.6055 eV. The calculation puts the energy at -11983.6628 eV. The LUMO energy comes out at 0.9554 eV.



Entry 6:
Here is C5H5BrOS in the gas phase in a non-equilibrium geometry from the Open Molecules 2025 dataset. Energies are from ωB97M-V/def2-TZVPD.

The geometry in ORCA input format:
```
! wB97M-V def2-TZVPD RIJCOSX def2/J DEFGRID3
* xyz 0 1
C 0.7074 0.4904 0.0605
C 0.5430 0.1395 1.2885
C 0.4839 -0.5016 2.4904
C -0.3115 0.1908 -1.1215
C -1.7938 -0.8586 0.6769
O 0.9580 -1.6275 2.6888
S -1.9379 0.3885 -0.5091
Br -3.0756 -0.9456 1.9958
H 1.5302 1.1205 -0.2076
H 0.1852 0.1294 3.3756
H -0.1329 0.8161 -1.9667
H -0.2102 -0.8027 -1.6996
H -1.2422 -1.8087 0.3858
*
```

Its relative energy (zero: lowest compared OMol25 entry of this formula, charge and spin) is 4.6075 eV. The calculation puts the energy at -88186.2663 eV. The LUMO energy (alpha / beta) comes out at -1.3664 / -1.3647 eV.



Entry 7:
Here is 7 unconnected molecules or ions with the total composition CH16O6 in a non-equilibrium geometry from the Open Molecules 2025 dataset. Energies are from ωB97M-V/def2-TZVPD.

The geometry in ORCA input format:
```
! wB97M-V def2-TZVPD RIJCOSX def2/J DEFGRID3
* xyz 0 1
C 2.8688 1.4321 2.7509
H 2.8488 2.1123 1.8991
H 2.1685 0.6305 2.5155
H 2.5274 2.1603 3.5018
H 3.6590 0.8965 3.2777
O -1.5253 -2.8240 -3.8471
H -1.2443 -3.0982 -2.9689
H -1.1364 -3.5375 -4.3700
O 1.7024 2.2223 -1.7349
H 1.1932 3.0365 -1.6777
H 2.3971 2.3214 -1.0915
O -1.1262 1.6570 4.0389
H -1.2275 2.4020 4.6228
H -0.9851 2.0273 3.1589
O -0.6311 -2.7557 -0.5029
H -0.1641 -2.0824 -0.9873
H -0.5472 -2.4554 0.4155
O -1.1157 0.8543 -3.2577
H -0.7706 0.1402 -3.8166
H -0.3533 1.1464 -2.7279
O -0.4091 -0.8754 2.4225
H 0.1607 -0.0981 2.2828
H -1.1024 -0.4118 2.8846
*
```

Its relative energy (zero: lowest compared OMol25 entry of this formula, charge and spin) is 1.6846 eV. The calculation puts the energy at -13580.9307 eV. The LUMO energy comes out at -0.0250 eV.